No. 1
Here is a cluster of 5 separate species, C38H32BrF33N3O7S in total at a distorted geometry from OMol25. Energies are from ωB97M-V/def2-TZVPD.

Element x y z (Å)
O -5.002 4.209 2.139
C -4.321 4.297 0.962
C -5.158 3.892 -0.389
C -4.413 2.798 -1.362
C -4.484 3.085 -3.003
C -5.276 4.341 -3.700
C -6.752 4.209 -4.477
C -7.363 5.602 -5.059
N -6.824 6.992 -5.064
C -5.510 7.183 -4.387
C -4.754 5.919 -3.699
C -3.737 2.023 -4.056
N -3.843 2.317 -5.565
C -2.608 2.713 -6.025
S -1.170 3.076 -6.882
C -2.970 0.717 -3.426
Br -2.139 -0.567 -4.739
C -2.973 0.549 -1.794
C -2.184 -0.780 -1.187
C -0.570 -0.782 -1.562
C 0.410 -0.402 -0.303
C 1.702 0.498 -0.839
O 2.986 -0.219 -0.617
C 3.893 0.342 -1.637
O 4.920 1.147 -1.253
N -3.666 1.550 -0.869
F -3.611 1.245 0.476
H -3.195 4.611 1.023
H -6.242 3.445 -0.164
H -5.374 4.915 -0.965
H -7.292 3.153 -4.572
H -8.436 5.483 -5.575
H -5.039 8.260 -4.330
H -3.724 6.143 -3.149
H -2.257 -0.876 -0.019
H -2.680 -1.760 -1.635
H -0.367 -0.029 -2.447
H -0.351 -1.870 -1.994
H -0.163 0.176 0.558
H 0.826 -1.439 0.115
H 1.647 0.686 -2.011
H 1.644 1.525 -0.244
H 3.781 0.193 -2.802
C -4.756 -6.085 -2.837
C -3.913 -4.876 -2.404
C -2.828 -5.180 -1.375
F -3.329 -5.673 -0.222
F -2.153 -4.046 -1.043
F -4.742 -3.886 -1.975
F -3.304 -4.384 -3.530
O -6.011 -6.258 -2.167
C -5.942 -6.923 -0.909
C -6.330 -6.013 0.267
F -5.554 -4.901 0.321
F -6.168 -6.654 1.456
F -4.717 -7.479 -0.765
F -6.817 -7.962 -0.988
H -5.032 -5.910 -3.884
H -4.174 -7.014 -2.861
H -2.098 -5.892 -1.771
H -7.371 -5.693 0.188
C 6.172 -3.016 2.203
C 6.674 -3.372 0.795
C 5.840 -2.804 -0.351
F 4.562 -3.239 -0.328
F 6.353 -3.190 -1.551
F 6.802 -4.722 0.696
F 7.946 -2.872 0.682
O 5.355 -3.997 2.853
C 3.975 -3.972 2.497
C 3.530 -5.237 1.747
F 4.264 -5.441 0.624
F 2.234 -5.139 1.348
F 3.711 -2.833 1.816
F 3.290 -3.873 3.669
H 7.062 -2.944 2.839
H 5.724 -2.016 2.247
H 5.837 -1.710 -0.331
H 3.629 -6.122 2.379
C 6.657 3.813 0.030
C 6.928 5.055 -0.832
C 8.372 5.549 -0.817
F 8.788 5.899 0.420
F 8.505 6.660 -1.592
F 6.061 6.041 -0.479
F 6.606 4.727 -2.124
O 6.131 4.052 1.341
C 7.100 4.370 2.337
C 6.959 5.804 2.870
F 7.042 6.722 1.874
F 7.952 6.099 3.751
F 8.337 4.105 1.855
F 6.897 3.485 3.351
H 5.864 3.251 -0.479
H 7.509 3.123 0.051
H 9.053 4.790 -1.212
H 5.999 5.941 3.374
C 0.046 -0.768 4.794
C -0.630 -1.627 5.873
C -1.431 -2.815 5.345
F -2.440 -2.439 4.529
F -2.004 -3.499 6.372
F -1.391 -0.828 6.667
F 0.363 -2.113 6.684
O -0.658 0.411 4.387
C -1.669 0.207 3.403
C -3.083 0.492 3.933
F -3.375 -0.265 5.021
F -4.025 0.202 2.997
F -1.540 -1.036 2.884
F -1.381 1.067 2.389
H 0.973 -0.386 5.240
H 0.382 -1.361 3.936
H -0.787 -3.514 4.803
H -3.190 1.542 4.216

Charge = +1
HOMO-LUMO gap = 6.77 eV
Total energy = -229250.97450 eV
Highest occupied orbital energy = -11.86 eV
Lowest unoccupied orbital energy = -5.089 eV

No. 2
Here is a cluster of 2 separate species, C4H5F3O in total at a distorted geometry from OMol25. Energies are from ωB97M-V/def2-TZVPD.

Element x y z (Å)
F -0.513 0.220 -4.028
C 0.736 0.317 -3.583
C 1.540 -0.737 -3.553
F 1.183 -1.957 -3.975
F 2.669 -0.769 -2.833
H 0.867 1.351 -3.244
C 0.735 -0.348 0.802
C -0.451 0.269 0.091
O -0.265 1.086 -0.800
H 1.496 -0.151 0.193
H 0.560 -1.424 0.781
H 0.912 -0.081 1.917
H -1.328 -0.126 0.619

HOMO-LUMO gap = 10.51 eV
SMILES string = FC=C(F)F.CC=O
Total energy = -14426.38414 eV
Highest occupied orbital energy = -9.70 eV
Relative energy (zero: lowest compared OMol25 entry of this formula, charge and spin) = 160.18 kJ/mol
Lowest unoccupied orbital energy = 0.816 eV

No. 3
Here is a structure of composition C5H8O2 from OMol25. Energies are from ωB97M-V/def2-TZVPD.

Element x y z (Å)
O -0.544 -2.229 -0.179
C -0.613 -0.908 0.307
C 0.766 -0.432 0.900
C 1.009 0.733 -0.072
C -0.325 1.483 -0.027
C -0.711 0.189 -0.769
O 0.615 0.162 -1.355
H -0.328 -2.194 -1.113
H -1.527 -0.894 0.917
H 0.783 -0.117 1.949
H 1.518 -1.211 0.753
H 1.980 1.233 -0.100
H -0.752 1.698 0.958
H -0.344 2.357 -0.680
H -1.527 0.131 -1.491

HOMO-LUMO gap = 10.76 eV
Total energy = -9408.04354 eV
Highest occupied orbital energy = -9.74 eV
Relative energy (zero: lowest compared OMol25 entry of this formula, charge and spin) = 172.58 kJ/mol
Lowest unoccupied orbital energy = 1.017 eV

No. 4
Here is a cluster of 7 separate species, C11H36O7 in total at a distorted geometry from OMol25. Energies are from ωB97M-V/def2-TZVPD.

Element x y z (Å)
C 2.519 0.015 3.477
O 2.849 -0.149 2.128
H 3.266 0.586 4.028
H 1.542 0.494 3.544
H 2.219 -0.924 3.943
H 3.708 -0.557 2.262
C -2.323 3.485 -2.562
O -1.227 3.504 -3.428
H -2.250 4.432 -2.027
H -3.138 3.324 -3.268
H -2.128 2.783 -1.752
H -1.285 2.700 -3.949
C 0.217 0.679 0.030
O 1.633 0.979 0.057
H -0.185 0.552 1.036
H -0.347 1.413 -0.545
H 0.072 -0.083 -0.736
H 2.029 0.549 0.818
C 0.507 -3.850 3.167
C 0.146 -2.798 2.076
O -1.220 -2.931 1.826
H -0.199 -4.678 3.095
H 0.563 -3.352 4.135
H 1.432 -4.384 2.945
H 0.783 -2.948 1.205
H 0.420 -1.774 2.331
H -1.620 -2.164 1.410
C -4.309 0.739 3.268
C -2.912 0.144 3.267
O -1.903 1.085 3.091
H -4.328 1.697 3.789
H -5.000 0.033 3.729
H -4.607 0.952 2.241
H -2.713 -0.624 2.519
H -2.554 -0.125 4.261
H -1.902 1.754 3.779
C -1.781 -0.716 -3.411
C -1.705 -0.186 -4.832
O -2.389 1.044 -5.076
H -1.619 0.043 -2.646
H -1.141 -1.572 -3.197
H -2.772 -1.091 -3.156
H -2.161 -0.942 -5.472
H -0.672 -0.024 -5.141
H -3.085 0.886 -5.718
C 5.004 0.552 -1.269
C 4.296 -0.111 -2.488
O 2.984 -0.401 -2.064
H 4.714 1.601 -1.199
H 6.055 0.610 -1.551
H 4.768 0.017 -0.349
H 4.818 -1.025 -2.772
H 4.337 0.515 -3.380
H 2.594 0.245 -1.470

Charge = -1
⟨S²⟩ = 0.75
HOMO-LUMO gap (alpha / beta) = 1.55 / 9.42 eV
Total energy = -26318.39929 eV
Highest occupied orbital energy (alpha / beta) = 0.84 / -7.12 eV
2S+1 = 2
Relative energy (zero: lowest compared OMol25 entry of this formula, charge and spin) = 107.59 kJ/mol
Lowest unoccupied orbital energy (alpha / beta) = 2.390 / 2.303 eV

No. 5
Here is an isolated molecule of C2H2N2O2S2 at a distorted geometry from OMol25. Energies are from ωB97M-V/def2-TZVPD.

Element x y z (Å)
O 2.920 -0.330 0.008
C 1.685 -0.150 0.007
N 0.748 -1.137 -0.337
S -0.662 -1.282 0.688
C -1.719 0.126 0.148
O -2.883 0.139 -0.109
N -0.744 1.196 -0.177
S 0.824 1.352 0.579
H 1.232 -2.029 -0.511
H -1.400 2.116 -0.295

HOMO-LUMO gap = 9.47 eV
SMILES string = O=C1NSC(=O)NS1
Total energy = -30850.83058 eV
Highest occupied orbital energy = -9.51 eV
Relative energy (zero: lowest compared OMol25 entry of this formula, charge and spin) = 101.92 kJ/mol
Lowest unoccupied orbital energy = -0.043 eV

No. 6
Here is an isolated molecule of C3H7N3O2 at a distorted geometry from OMol25. Energies are from ωB97M-V/def2-TZVPD.

Element x y z (Å)
C 1.481 1.641 0.134
C 0.265 0.777 0.156
O -0.921 1.231 0.264
N 0.254 -0.528 -0.111
N 1.330 -1.153 -0.791
C -1.469 -0.676 -0.249
N -2.036 -0.933 0.966
O -1.903 -1.035 -1.308
H 2.323 1.142 -0.344
H 1.269 2.567 -0.405
H 1.744 1.904 1.160
H 1.015 -1.360 -1.740
H 1.445 -2.066 -0.355
H -1.802 -0.268 1.691
H -2.996 -1.243 0.932

HOMO-LUMO gap = 10.53 eV
SMILES string = CC(=O)N(N)C(N)=O
Total energy = -11788.58325 eV
Highest occupied orbital energy = -9.62 eV
Relative energy (zero: lowest compared OMol25 entry of this formula, charge and spin) = 263.39 kJ/mol
Lowest unoccupied orbital energy = 0.903 eV